{
  "formula": "CH4N3OS",
  "method": "the ωB97M-V functional and the def2-TZVPD basis",
  "elements": ["N", "C", "O", "N", "N", "S", "H", "H", "H", "H"],
  "positions_angstrom": [[-0.763, 1.478, 0.126], [-1.053, 0.158, -0.049], [-1.956, -0.385, -0.511], [0.066, -0.937, 0.310], [1.299, -0.911, -0.106], [2.311, 0.316, -0.175], [-1.238, 2.160, -0.433], [-0.044, 1.826, 0.791], [-0.367, -1.854, 0.361], [1.745, -1.850, -0.314]],
  "atomic_forces_ev_per_a": [[1.490, -1.293, 1.137], [2.684, 1.690, 0.796], [-2.582, -0.999, -1.128], [-0.322, 1.228, 0.165], [1.279, -0.755, 0.330], [-0.306, -0.069, -0.192], [-0.523, 0.056, -0.086], [-0.826, -0.690, -0.973], [0.018, -0.077, -0.235], [-0.911, 0.908, 0.187]],
  "nbo_charge": [-0.8208, 0.8137, -0.4585, -0.3699, -0.3465, 0.4069, 0.4466, 0.4391, 0.4315, 0.4578],
  "lumo_energy_ev": -6.99,
  "gap_ev": 8.115,
  "total_charge": 1,
  "e_above_lowest_ev": 1.6166,
  "energy_ha": -677.8574
}

***

{
  "formula": "C14H14N2O5RuS5",
  "method": "the ωB97M-V functional and the def2-TZVPD basis",
  "elements": ["Ru", "S", "C", "S", "C", "C", "S", "S", "S", "O", "C", "C", "O", "C", "C", "O", "C", "O", "O", "C", "C", "N", "C", "C", "C", "C", "N", "H", "H", "H", "H", "H", "H", "H", "H", "H", "H", "H", "H", "H", "H"],
  "positions_angstrom": [[-0.933, -0.899, 0.356], [-2.922, -6.789, 3.262], [-2.202, -5.513, 2.579], [-1.607, -4.148, 3.495], [-1.041, -3.206, 2.151], [-1.211, -3.775, 0.903], [-0.633, -3.001, -0.464], [-1.992, -5.327, 0.856], [-0.276, -1.714, 2.349], [-6.316, 1.461, 2.116], [-5.260, 0.991, 1.820], [-4.936, -0.507, 1.659], [-5.665, -1.430, 1.903], [-3.545, -0.523, 1.180], [-2.994, 0.735, 1.142], [-1.740, 0.875, 0.778], [-3.974, 1.772, 1.486], [-3.843, 2.969, 1.500], [-2.818, -1.525, 0.791], [1.457, 3.244, -0.435], [2.584, 2.292, -0.041], [2.730, 1.133, -0.922], [3.821, 1.167, -1.897], [3.472, 1.930, -3.172], [1.808, 0.146, -0.916], [1.956, -0.983, -1.891], [0.822, 0.125, -0.074], [1.469, 4.112, 0.224], [0.471, 2.785, -0.362], [1.593, 3.594, -1.459], [2.455, 1.948, 0.989], [3.531, 2.827, -0.070], [4.121, 0.148, -2.131], [4.674, 1.635, -1.405], [2.484, 1.641, -3.534], [4.202, 1.722, -3.954], [3.462, 3.006, -2.996], [2.126, -0.628, -2.905], [1.055, -1.583, -1.873], [2.794, -1.619, -1.600], [0.822, 0.915, 0.560]],
  "atomic_forces_ev_per_a": [[0.594, -0.411, 1.374], [-0.018, -0.135, 0.060], [0.039, 0.157, -0.063], [-0.005, -0.077, 0.034], [-0.148, -0.170, 0.617], [-0.190, -0.355, -0.143], [-0.078, 0.623, -0.392], [0.050, -0.034, 0.111], [-0.394, 0.518, -1.016], [-0.061, 0.017, 0.057], [0.025, 0.004, -0.053], [0.021, -0.026, 0.034], [-0.081, -0.063, -0.033], [0.383, -0.345, -0.032], [0.042, 0.434, 0.339], [-0.042, -0.367, -0.629], [0.203, 0.022, -0.058], [-0.019, 0.099, 0.033], [-0.239, -0.165, -0.237], [0.022, 0.007, -0.009], [-0.082, 0.048, -0.067], [0.025, 0.006, -0.008], [-0.061, 0.010, -0.048], [-0.019, 0.033, 0.056], [0.030, -0.066, 0.007], [0.002, 0.007, 0.027], [-0.094, 0.279, 0.157], [-0.022, -0.006, 0.002], [0.001, 0.010, -0.013], [-0.006, 0.001, 0.008], [0.037, 0.000, 0.015], [0.031, -0.036, 0.036], [-0.010, -0.014, 0.013], [0.036, -0.060, 0.004], [0.035, -0.018, -0.045], [0.012, 0.027, 0.017], [-0.036, -0.012, -0.010], [0.002, 0.009, 0.010], [-0.027, -0.013, -0.029], [0.002, 0.011, -0.026], [0.040, 0.055, -0.100]],
  "nbo_charge": [0.6370, 0.0533, -0.5715, 0.4955, -0.4183, -0.4223, 0.2305, 0.5004, 0.3284, -0.4411, 0.3981, 0.3991, -0.4792, 0.2137, 0.1728, -0.6293, 0.3963, -0.4990, -0.6328, -0.6278, -0.2225, -0.4069, -0.2053, -0.6256, 0.5332, -0.6737, -0.7412, 0.2274, 0.2263, 0.2117, 0.2014, 0.2128, 0.2087, 0.2072, 0.2114, 0.2236, 0.2136, 0.2333, 0.2417, 0.2420, 0.3772],
  "lumo_energy_ev": [-2.58, -2.45],
  "gap_ev": [5.482, 5.599],
  "total_charge": 0,
  "e_above_lowest_ev": 0.0000,
  "energy_ha": -3113.4164
}

***

{
  "formula": "C5H12NO5S2",
  "method": "the ωB97M-V functional and the def2-TZVPD basis",
  "elements": ["C", "C", "C", "C", "C", "N", "O", "O", "O", "O", "O", "S", "S", "H", "H", "H", "H", "H", "H", "H", "H", "H", "H", "H", "H"],
  "positions_angstrom": [[1.029, -0.446, -2.254], [-0.152, -2.257, 0.464], [-0.532, 1.412, 0.683], [-0.665, 0.101, 0.900], [-1.436, 2.447, 1.234], [0.239, -0.860, 0.499], [1.986, 0.783, 1.490], [-0.226, 4.095, 3.043], [2.693, -1.477, 0.731], [-1.806, 2.477, 3.771], [0.484, 1.819, 3.067], [1.782, -0.802, 1.590], [-0.727, 2.764, 2.890], [0.724, -1.198, -1.493], [0.102, 0.144, -2.498], [1.430, -1.137, -3.104], [0.797, -2.817, 0.356], [-0.598, -2.493, 1.416], [-0.724, -2.491, -0.353], [0.375, 1.981, 0.333], [1.802, 0.119, -1.721], [-1.432, -0.034, 1.602], [1.579, 1.417, 2.153], [-2.445, 2.130, 1.299], [-1.274, 3.366, 0.737]],
  "atomic_forces_ev_per_a": [[-0.365, -2.130, -0.475], [2.365, 0.788, 2.125], [1.383, 1.242, -1.274], [0.293, 1.565, -1.006], [1.653, -0.802, 0.993], [1.783, 0.227, 1.537], [1.886, -1.856, -1.455], [0.154, 1.693, -0.995], [1.831, -0.654, -1.068], [-1.480, -1.032, 1.167], [-2.362, 1.260, -0.090], [-2.784, 2.344, 0.483], [2.750, -1.344, 1.242], [0.146, 0.770, -0.762], [1.196, -0.476, -0.054], [-0.573, 1.843, 1.023], [-0.546, 0.015, 0.096], [-0.617, -0.735, 0.270], [-1.785, -0.415, -1.930], [-0.778, -1.605, -0.490], [-0.162, 0.064, -0.591], [-1.537, -1.325, 0.736], [-1.160, -0.381, 0.890], [-0.953, 0.030, 0.389], [-0.337, 0.916, -0.759]],
  "nbo_charge": [-0.8710, -0.4370, -0.1623, -0.0841, -0.7014, -0.6298, -0.9480, -1.0114, -0.9642, -1.0145, -1.0629, 1.6441, 2.3895, 0.2364, 0.2090, 0.1891, 0.2184, 0.1758, 0.1951, 0.2128, 0.2311, 0.1773, 0.5467, 0.2308, 0.2305],
  "lumo_energy_ev": 3.21,
  "gap_ev": 8.052,
  "total_charge": -1,
  "e_above_lowest_ev": 2.0609,
  "energy_ha": -1425.0279
}

***

{
  "formula": "C61H45FGeHfNO4P3Te",
  "method": "the ωB97M-V functional and the def2-TZVPD basis",
  "elements": ["Hf", "F", "Ge", "C", "C", "C", "C", "C", "C", "P", "C", "C", "C", "C", "C", "C", "C", "C", "C", "C", "C", "C", "C", "C", "C", "C", "C", "C", "P", "C", "C", "C", "C", "C", "C", "C", "C", "C", "C", "C", "C", "C", "C", "C", "C", "C", "C", "P", "C", "C", "C", "C", "C", "C", "C", "C", "C", "C", "C", "C", "H", "H", "H", "H", "H", "H", "H", "H", "H", "H", "H", "H", "H", "H", "H", "H", "H", "H", "H", "H", "H", "H", "H", "H", "H", "H", "H", "H", "H", "H", "H", "H", "H", "H", "H", "H", "H", "H", "H", "H", "H", "H", "O", "C", "O", "C", "C", "C", "N", "C", "C", "C", "O", "O", "H", "H", "H", "Te"],
  "positions_angstrom": [[-0.653, -1.242, -0.715], [2.897, 2.528, 3.210], [1.908, 1.512, 2.097], [1.185, 0.427, 3.634], [1.793, 0.732, 4.855], [1.333, 0.193, 6.042], [0.226, -0.642, 6.041], [-0.375, -0.966, 4.843], [0.115, -0.470, 3.631], [-0.778, -1.049, 2.131], [-2.430, -0.466, 2.712], [-3.523, -1.280, 2.986], [-4.668, -0.739, 3.553], [-4.727, 0.608, 3.868], [-3.634, 1.422, 3.610], [-2.499, 0.890, 3.025], [-0.886, -2.857, 2.477], [0.002, -3.527, 3.317], [-0.139, -4.886, 3.544], [-1.167, -5.593, 2.939], [-2.049, -4.940, 2.096], [-1.900, -3.584, 1.849], [0.926, 3.118, 1.357], [1.406, 4.310, 1.909], [0.977, 5.545, 1.460], [0.057, 5.620, 0.426], [-0.444, 4.454, -0.113], [-0.038, 3.194, 0.347], [-0.878, 1.764, -0.471], [-2.643, 2.227, -0.190], [-3.626, 1.553, -0.918], [-4.969, 1.849, -0.750], [-5.353, 2.847, 0.132], [-4.387, 3.533, 0.848], [-3.046, 3.213, 0.708], [-0.628, 2.390, -2.196], [-1.631, 2.595, -3.135], [-1.314, 3.036, -4.413], [0.003, 3.293, -4.758], [1.009, 3.113, -3.818], [0.695, 2.657, -2.549], [3.546, 0.885, 1.132], [4.745, 1.457, 1.561], [5.954, 1.054, 1.026], [5.992, 0.056, 0.063], [4.814, -0.510, -0.378], [3.586, -0.088, 0.137], [2.080, -0.919, -0.533], [2.469, -0.738, -2.330], [3.093, 0.438, -2.761], [3.410, 0.621, -4.096], [3.107, -0.362, -5.027], [2.479, -1.525, -4.615], [2.152, -1.709, -3.278], [2.676, -2.589, -0.041], [3.307, -3.506, -0.873], [3.812, -4.681, -0.343], [3.707, -4.945, 1.015], [3.094, -4.024, 1.850], [2.588, -2.849, 1.323], [2.631, 1.411, 4.883], [1.831, 0.444, 6.969], [-0.166, -1.042, 6.967], [-1.239, -1.617, 4.836], [-3.490, -2.339, 2.782], [-5.511, -1.383, 3.764], [-5.619, 1.023, 4.320], [-3.664, 2.471, 3.871], [-1.637, 1.525, 2.847], [0.809, -2.992, 3.797], [0.557, -5.395, 4.198], [-1.277, -6.655, 3.119], [-2.840, -5.485, 1.598], [-2.601, -3.091, 1.190], [2.134, 4.280, 2.704], [1.371, 6.444, 1.915], [-0.272, 6.577, 0.043], [-1.175, 4.515, -0.907], [-3.348, 0.803, -1.640], [-5.711, 1.300, -1.314], [-6.401, 3.090, 0.255], [-4.680, 4.320, 1.532], [-2.317, 3.747, 1.302], [-2.667, 2.412, -2.893], [-2.104, 3.160, -5.142], [0.246, 3.628, -5.758], [2.040, 3.319, -4.076], [1.481, 2.518, -1.815], [4.734, 2.223, 2.322], [6.871, 1.516, 1.369], [6.936, -0.279, -0.346], [4.837, -1.284, -1.133], [3.345, 1.211, -2.046], [3.906, 1.531, -4.408], [3.354, -0.218, -6.072], [2.222, -2.295, -5.331], [1.647, -2.619, -2.985], [3.379, -3.329, -1.937], [4.286, -5.400, -1.000], [4.103, -5.867, 1.421], [3.010, -4.222, 2.910], [2.120, -2.117, 1.975], [-2.932, -1.653, -7.579], [-3.044, -0.916, -6.616], [-3.712, 0.119, -6.359], [-2.284, -1.068, -5.277], [-1.071, -0.376, -5.117], [-0.581, -0.126, -3.866], [-1.170, -0.562, -2.739], [-2.325, -1.285, -2.891], [-2.899, -1.538, -4.104], [-3.000, -1.762, -1.629], [-3.942, -2.505, -1.644], [-2.524, -1.209, -0.500], [-0.539, -0.004, -5.982], [0.328, 0.446, -3.737], [-3.830, -2.087, -4.138], [-0.366, -3.761, -1.359]],
  "atomic_forces_ev_per_a": [[3.186, 0.056, 0.101], [-0.144, -0.137, -0.093], [0.728, 0.814, 0.793], [-0.113, -0.018, -0.809], [0.192, 0.099, 0.142], [-0.047, -0.036, 0.006], [-0.006, 0.001, 0.021], [-0.033, -0.007, -0.031], [0.370, 0.176, -0.289], [-0.727, -0.727, 1.041], [0.012, 0.151, -0.147], [-0.015, 0.027, -0.049], [-0.032, -0.003, 0.028], [-0.042, 0.005, 0.021], [0.000, 0.086, -0.032], [-0.003, -0.030, -0.048], [-0.077, -0.026, -0.095], [0.017, 0.086, -0.136], [0.009, -0.070, 0.009], [0.057, -0.051, 0.046], [-0.020, 0.066, -0.149], [0.059, -0.083, 0.172], [-0.008, -0.801, -0.016], [0.120, 0.187, 0.170], [-0.051, 0.003, -0.070], [0.004, 0.023, 0.015], [0.052, -0.040, -0.032], [0.068, -0.169, 0.140], [-0.320, 1.105, -0.370], [0.029, -0.255, 0.014], [-0.015, -0.002, 0.106], [-0.048, -0.027, -0.040], [-0.005, 0.002, -0.007], [-0.077, 0.025, 0.088], [0.042, -0.036, 0.018], [0.175, -0.046, 0.075], [-0.001, 0.069, 0.066], [-0.030, 0.032, -0.005], [0.009, -0.001, -0.038], [0.050, 0.011, -0.025], [-0.119, -0.003, 0.066], [-0.791, -0.149, -0.115], [0.130, 0.158, 0.134], [0.033, -0.007, -0.016], [0.009, -0.036, -0.030], [-0.034, 0.033, -0.037], [-0.433, 0.457, 0.242], [1.785, -0.872, -0.517], [-0.101, 0.038, -0.042], [-0.065, -0.065, 0.046], [0.026, 0.014, -0.016], [-0.015, 0.009, -0.049], [-0.056, 0.019, 0.025], [0.086, -0.058, -0.054], [0.056, 0.033, 0.149], [-0.097, 0.018, -0.031], [0.022, -0.033, -0.010], [0.012, -0.043, 0.016], [-0.008, -0.009, 0.039], [-0.044, 0.061, -0.115], [-0.054, -0.046, 0.002], [-0.002, 0.003, 0.001], [-0.004, -0.001, -0.002], [0.008, -0.011, 0.032], [-0.097, 0.137, 0.088], [0.001, 0.001, -0.020], [0.010, -0.003, 0.007], [-0.001, 0.035, -0.032], [-0.036, 0.066, -0.001], [0.004, -0.009, 0.031], [0.008, 0.009, -0.012], [0.009, 0.005, 0.007], [-0.008, 0.005, 0.013], [0.085, -0.066, -0.199], [-0.044, 0.003, -0.075], [0.009, 0.002, -0.009], [-0.016, -0.002, 0.009], [0.004, 0.008, -0.029], [0.005, -0.073, 0.006], [0.020, 0.018, -0.030], [0.007, 0.003, 0.004], [0.027, -0.020, 0.022], [-0.022, -0.012, 0.023], [0.024, -0.003, -0.046], [-0.003, -0.020, -0.004], [0.001, 0.017, 0.009], [-0.014, 0.003, 0.003], [0.017, 0.047, -0.027], [0.015, -0.062, -0.045], [-0.002, -0.004, 0.009], [0.001, 0.001, -0.002], [0.042, -0.001, -0.008], [0.065, -0.006, -0.016], [-0.019, 0.004, 0.004], [0.012, 0.000, 0.010], [0.007, 0.006, -0.002], [-0.079, 0.050, 0.039], [0.071, -0.005, 0.057], [0.002, 0.004, 0.005], [-0.009, 0.000, -0.005], [0.000, 0.004, 0.003], [0.033, -0.022, 0.069], [0.147, -0.090, -0.070], [-0.229, 0.298, 0.931], [-0.007, -0.145, -0.474], [0.165, 0.512, -0.240], [-0.253, -0.360, -0.081], [0.456, -0.189, 0.213], [-0.691, -0.304, -0.244], [-0.145, 0.217, -0.305], [0.053, -0.201, -0.094], [-1.544, -0.611, -0.656], [0.138, 0.227, 0.054], [-2.259, 0.328, 0.590], [-0.024, 0.062, 0.011], [0.053, -0.063, 0.003], [-0.020, 0.036, 0.024], [0.324, 0.195, 0.176]],
  "mulliken_charge": [-0.2116, -0.5397, 1.7953, -1.0596, -0.0408, -0.8872, -1.0174, -0.4007, 0.3311, 1.6321, 1.6811, -0.7060, -0.7609, -0.8251, -0.7556, -0.1681, 1.7225, -1.1184, -0.8414, -0.8233, -0.9659, -1.1226, -0.8368, -0.0701, -0.8911, -0.9679, 0.0077, -0.3091, 2.9668, 0.8319, -0.7702, -1.0329, -0.8616, -0.7766, -0.9721, 0.5388, -0.3807, -0.5990, -1.0231, -0.4609, -0.8056, -0.7537, -0.0128, -0.9335, -0.9710, -0.3232, 0.1409, 1.8946, 1.3463, -1.2828, -0.6595, -0.9599, -1.0389, -0.2693, 1.3466, -0.2087, -0.8264, -0.8679, -0.7708, -0.6047, 0.5876, 0.4212, 0.4565, 0.5018, 0.5618, 0.4648, 0.3802, 0.4522, -0.0015, 0.6831, 0.4378, 0.4272, 0.4825, 0.5466, 0.5669, 0.4280, 0.4715, 0.5221, 0.3375, 0.5367, 0.4268, 0.4528, 0.4099, 0.4143, 0.4768, 0.4067, 0.4715, 0.3975, 0.5631, 0.4172, 0.4657, 0.4435, 0.3784, 0.5108, 0.4413, 0.5031, 0.1428, 0.4072, 0.4424, 0.3833, 0.4542, -0.0157, -0.6822, -0.0875, -0.6520, 0.5212, -1.1035, -0.2556, 1.2234, 0.5740, -0.6693, 0.4542, -0.6835, -0.6571, 0.5775, 0.4429, 0.6337, -0.6448],
  "lumo_energy_ev": -0.97,
  "gap_ev": 6.250,
  "total_charge": 0,
  "energy_ha": -6224.2176
}

***

{
  "formula": "C3H2O2S2",
  "method": "the ωB97M-V functional and the def2-TZVPD basis",
  "elements": ["O", "C", "O", "C", "C", "S", "S", "H", "H"],
  "positions_angstrom": [[2.657, -0.907, 0.001], [1.505, -0.585, -0.017], [1.048, 0.689, 0.017], [-0.377, 0.851, -0.018], [-1.067, -0.473, -0.058], [-2.677, -0.708, 0.005], [0.148, -1.738, 0.002], [-0.543, 1.473, -0.900], [-0.695, 1.399, 0.968]],
  "atomic_forces_ev_per_a": [[-0.848, 0.451, -0.127], [0.482, 0.141, 0.363], [0.326, -0.384, 0.024], [0.289, 1.244, 1.539], [-0.486, -0.803, 0.360], [0.816, 0.189, -0.212], [-0.571, 0.108, -0.241], [-0.540, -0.084, 0.231], [0.532, -0.863, -1.937]],
  "nbo_charge": [-0.5325, 0.6251, -0.4837, -0.1633, -0.3322, 0.0737, 0.3332, 0.2389, 0.2407],
  "lumo_energy_ev": -0.96,
  "gap_ev": 8.523,
  "total_charge": 0,
  "e_above_lowest_ev": 0.1672,
  "energy_ha": -1062.3647
}